The following is a DFT calculation (wB97M-V/def2-TZVPD) of the ion C6H13N2O with charge +1 in a non-equilibrium geometry.

```
! wB97M-V def2-TZVPD RIJCOSX def2/J DEFGRID3
* xyz 1 1
O 1.379 -0.803 -1.206
N -0.905 -2.177 0.778
N 0.219 0.331 0.522
C -1.133 0.123 0.103
C -1.616 -1.223 0.126
C -1.516 0.946 -1.169
C -2.094 1.315 0.080
C 1.447 0.373 -0.288
C 2.724 0.293 0.668
H 2.203 -0.929 -1.812
H 1.400 1.319 -1.004
H -3.114 1.022 0.415
H 3.477 -0.034 -0.078
H -2.511 -1.535 -0.310
H 0.159 0.844 1.326
H -0.010 -1.784 1.132
H 3.124 1.332 1.171
H -0.637 1.445 -1.563
H -1.115 -3.125 0.879
H 2.473 -0.475 1.411
H -1.764 2.145 0.757
H -2.189 0.597 -1.937
*
```

Output
Total energy, eV: -11451.770
Highest occupied orbital energy, eV: -13.38
LUMO level, Ha: -0.158
Orbital gap, eV: 9.07
Relative energy (zero: lowest compared OMol25 entry of this formula, charge and spin), kcal/mol: 67.9